Computed, not measured: a cluster of 7 separate species, C32H63BF4N4O24PS in total in a non-equilibrium geometry, with ωB97M-V with the def2-TZVPD basis set.

## Properties
F_max: 0.023 Eh/bohr
LUMO energy: -3.9 eV
Total charge: +1
Kohn-Sham gap: 8.21 eV

Each line ends with the Löwdin charge.
Element x y z (Å)
C 4.615 3.381 -5.254  -0.08
C 3.766 2.718 -4.160  -0.24
C 4.211 1.280 -3.900  -0.15
C 3.664 0.601 -2.637  -0.28
C 4.464 -0.666 -2.319  -0.02
N 2.215 0.245 -2.771  0.10
C 1.866 -0.536 -3.967  0.02
C 1.286 0.290 -5.107  -0.41
O 1.403 0.035 -6.245  0.22
F 0.589 1.369 -4.659  0.11
C 1.292 0.514 -1.905  -0.25
N 0.002 0.080 -2.079  0.09
C -0.979 1.215 -1.954  -0.13
C -2.266 0.897 -2.726  -0.15
C -3.441 0.472 -1.834  -0.16
C -4.817 0.754 -2.445  -0.16
O -5.620 -0.423 -2.267  -0.06
C -6.855 -0.254 -1.719  -0.33
O -7.766 0.238 -2.290  0.12
B -0.352 -1.121 -1.204  -0.65
N -1.099 -0.921 0.013  0.21
O 0.139 -2.332 -1.625  0.18
N 1.603 1.272 -0.727  0.01
C 1.705 2.711 -0.859  -0.70
F 1.694 3.046 -2.141  0.18
F 2.825 3.164 -0.318  0.17
F 0.701 3.321 -0.253  0.18
P 2.343 0.533 0.638  0.17
O 2.071 -0.944 0.078  -0.16
O 3.922 0.692 0.472  -0.18
S 1.616 1.066 2.303  0.48
H 4.004 3.995 -5.915  0.08
H 5.366 4.043 -4.821  0.08
H 5.136 2.640 -5.864  0.08
H 3.840 3.281 -3.225  0.10
H 2.709 2.739 -4.440  0.09
H 5.299 1.268 -3.771  0.14
H 4.013 0.666 -4.785  0.12
H 3.755 1.315 -1.820  0.12
H 5.365 -0.387 -1.772  0.10
H 4.787 -1.158 -3.241  0.09
H 3.889 -1.389 -1.741  0.08
H 1.177 -1.327 -3.698  0.13
H 2.771 -1.001 -4.349  0.14
H -0.523 2.116 -2.361  0.11
H -1.193 1.382 -0.896  0.10
H -2.544 1.774 -3.315  0.12
H -2.051 0.093 -3.438  0.12
H -3.352 0.957 -0.859  0.11
H -3.418 -0.609 -1.670  0.11
H -4.739 0.963 -3.515  0.13
H -5.302 1.613 -1.976  0.13
H -6.921 -0.672 -0.703  0.15
H -2.059 -1.252 -0.022  0.08
H -0.660 -1.373 0.811  0.09
H 0.021 -2.511 -2.562  0.10
H 2.439 -1.625 0.661  0.12
H 4.260 1.167 1.250  0.09
C -0.254 3.731 3.911  -0.06
O -0.874 2.632 4.584  -0.02
C -1.300 2.918 5.819  -0.62
O -1.191 3.984 6.365  0.13
O -1.859 1.825 6.332  0.00
C -2.364 1.993 7.664  -0.03
H 0.032 3.347 2.937  0.03
H -0.953 4.558 3.794  0.10
H 0.627 4.071 4.453  0.10
H -3.134 2.762 7.685  0.10
H -1.559 2.266 8.344  0.10
H -2.782 1.031 7.940  0.09
C -9.587 -1.292 -4.314  -0.04
O -10.091 -2.563 -4.748  0.01
C -9.252 -3.574 -4.546  -0.62
O -8.155 -3.497 -4.046  0.10
O -9.826 -4.692 -4.986  0.01
C -9.035 -5.873 -4.823  -0.04
H -10.369 -0.569 -4.525  0.10
H -9.378 -1.313 -3.249  0.08
H -8.680 -1.035 -4.858  0.10
H -8.821 -6.048 -3.770  0.10
H -8.101 -5.787 -5.375  0.10
H -9.636 -6.683 -5.224  0.09
C -2.346 3.723 0.668  -0.06
O -3.232 4.410 1.549  0.00
C -3.745 5.533 1.027  -0.62
O -3.518 5.944 -0.082  0.12
O -4.534 6.092 1.932  0.01
C -5.157 7.315 1.509  -0.02
H -2.013 2.837 1.206  0.09
H -2.865 3.439 -0.247  0.09
H -1.495 4.352 0.414  0.09
H -5.785 7.138 0.638  0.10
H -4.403 8.062 1.271  0.10
H -5.759 7.638 2.352  0.10
C 6.488 -0.827 1.852  -0.05
O 7.900 -0.947 1.993  -0.01
C 8.487 0.139 2.514  -0.64
O 7.914 1.152 2.829  0.12
O 9.785 -0.102 2.621  0.01
C 10.554 0.980 3.169  -0.02
H 6.153 -1.770 1.427  0.10
H 6.014 -0.667 2.820  0.09
H 6.249 -0.006 1.179  0.07
H 10.214 1.215 4.176  0.10
H 10.469 1.863 2.539  0.10
H 11.579 0.624 3.188  0.10
C -5.096 -4.197 -1.767  -0.03
O -4.323 -3.805 -0.621  -0.02
C -4.874 -4.115 0.554  -0.63
O -5.922 -4.681 0.714  0.14
O -4.063 -3.680 1.521  -0.01
C -4.534 -3.955 2.848  -0.03
H -4.517 -3.864 -2.623  0.09
H -5.223 -5.277 -1.811  0.10
H -6.067 -3.708 -1.770  0.09
H -4.636 -5.028 3.001  0.10
H -5.494 -3.472 3.020  0.10
H -3.780 -3.549 3.515  0.09
C 6.877 -6.400 6.251  -0.03
O 7.376 -5.101 6.592  0.01
C 7.261 -4.193 5.631  -0.62
O 6.780 -4.370 4.539  0.11
O 7.764 -3.040 6.077  0.02
C 7.732 -1.986 5.113  -0.04
H 7.044 -7.014 7.129  0.10
H 5.814 -6.351 6.020  0.10
H 7.418 -6.804 5.397  0.10
H 6.706 -1.791 4.802  0.09
H 8.339 -2.240 4.246  0.10
H 8.138 -1.111 5.614  0.10